Record 1
Computed, not measured: 2 unconnected molecules or ions with the total composition C4H14N3, with ωB97M-V with the def2-TZVPD basis set.

Each line ends with the Löwdin charge.
Positions of all 21 atoms, in Å:
1 H 0.27 2.11 -1.93  0.132
2 H -1.41 1.50 2.45  0.102
3 H 0.65 -3.64 0.61  0.073
4 H -2.20 0.39 1.26  0.094
5 N -0.18 0.75 0.95  0.060
6 H -1.02 -1.88 -1.20  0.056
7 C 0.38 1.07 -0.20  -0.449
8 C -0.19 -2.56 -1.05  -0.166
9 H 0.59 -2.49 -1.82  0.066
10 N -0.18 1.95 -1.04  0.213
11 H -0.65 -3.51 -1.30  0.069
12 C -1.51 1.20 1.42  0.006
13 H 0.99 -1.96 0.82  0.029
14 H 1.97 0.88 -1.36  0.128
15 N 1.58 0.58 -0.48  0.214
16 H -1.86 2.02 0.80  0.078
17 H 2.10 -0.17 -0.06  0.130
18 H -0.74 2.69 -0.65  0.122
19 C 0.25 -2.65 0.40  -0.175
20 H -0.63 -2.51 1.03  0.066
21 H 0.35 0.30 1.68  0.153

Properties
total charge = +1
energy above the lowest of the compared OMol25 structures with the same formula, charge and spin = 0.398 eV

=====

Record 2
Computed, not measured: 2 unconnected molecules or ions with the total composition C29H54N5O6PSi, with ωB97M-V with the def2-TZVPD basis set.

Each line ends with the Löwdin charge.
Positions of all 96 atoms, in Å:
1 O -4.45 1.84 4.44  -0.368
2 H 1.45 4.04 3.04  0.121
3 C -1.98 -4.92 -3.70  -0.035
4 H -0.82 -5.00 1.30  0.134
5 H 2.91 5.79 -1.60  0.032
6 H -2.80 -4.27 2.39  0.137
7 H 2.34 7.46 0.67  0.040
8 H 0.63 -3.34 -5.64  0.089
9 C -2.87 -1.08 -6.14  -0.561
10 H -4.10 -2.41 -4.83  0.072
11 O 0.72 3.24 5.35  0.064
12 H 6.22 5.52 0.58  0.035
13 H -4.23 -0.39 -7.68  0.079
14 C -1.53 -1.84 -6.01  -0.121
15 H -2.27 -5.19 -6.48  0.075
16 C 5.50 5.10 1.30  -0.169
17 H 3.43 7.51 2.14  0.029
18 C -2.15 -3.49 1.98  -0.163
19 Si 3.72 5.41 0.75  0.420
20 H 3.31 1.38 6.08  0.081
21 C 3.51 3.32 3.37  -0.101
22 P 1.55 -0.55 5.59  0.949
23 N 2.37 1.26 2.07  0.202
24 H 1.10 2.14 6.99  0.117
25 H 3.53 3.10 5.95  0.134
26 C 3.71 5.21 -1.14  -0.159
27 H -2.35 -6.28 -2.13  0.125
28 N 3.12 -1.18 6.00  -0.154
29 C 0.68 -1.82 2.55  -0.082
30 O -1.30 -3.06 3.04  -0.126
31 H -1.44 -1.63 -3.38  0.109
32 O -2.29 -4.66 -0.10  -0.036
33 C -1.82 -2.99 -1.81  -0.015
34 H -4.19 -2.14 -7.49  0.070
35 C -2.07 -4.27 -1.40  -0.285
36 H -3.39 1.08 -6.19  0.083
37 C 1.46 2.57 6.02  -0.260
38 H -3.60 -0.83 -4.12  0.078
39 H -2.78 -2.69 1.58  0.136
40 N 2.91 2.20 4.12  -0.042
41 H -1.43 2.38 5.68  0.023
42 C -0.20 -3.94 -6.05  -0.045
43 C 2.47 4.31 2.78  -0.191
44 C -3.56 -1.24 -7.53  -0.063
45 C 3.32 7.21 1.09  -0.165
46 C -2.14 -5.24 -2.38  0.006
47 O 2.60 4.31 1.34  -0.234
48 H 2.63 5.35 3.10  0.106
49 C 1.72 0.16 1.69  -0.039
50 N 1.78 0.07 3.90  -0.037
51 H -1.77 -2.21 -1.05  0.120
52 C -3.59 2.39 5.29  -0.634
53 N 1.38 -0.55 2.75  -0.067
54 H 3.25 -2.14 5.65  0.043
55 C -1.73 -3.62 -4.13  -0.187
56 H -3.60 -4.24 -5.86  0.086
57 O 0.61 -1.88 5.58  -0.237
58 H -2.06 -5.74 -4.40  0.115
59 H -3.74 2.16 6.38  0.066
60 C -3.91 -1.35 -5.03  -0.044
61 H -1.37 -1.17 2.13  0.138
62 C -1.36 -4.15 0.84  -0.171
63 H -0.14 -3.86 -7.14  0.086
64 H 1.13 -2.61 5.96  0.076
65 H -1.01 -1.21 3.85  0.105
66 H 4.06 7.80 0.53  0.040
67 H 1.49 -0.12 0.67  0.158
68 H -1.03 -1.76 -6.98  0.121
69 C -0.84 -1.74 2.90  -0.178
70 C 2.38 1.21 3.40  -0.321
71 H 5.78 4.04 1.40  0.025
72 H -1.85 2.23 3.96  0.048
73 H -2.82 -3.82 -7.42  0.079
74 H 3.82 -0.64 5.48  0.031
75 H -2.06 0.84 5.06  0.033
76 C -2.51 0.44 -6.03  -0.069
77 H -1.72 0.63 -6.76  0.086
78 H 4.69 5.56 -1.48  0.028
79 H -0.13 -5.00 -5.80  0.080
80 H 4.12 3.90 4.08  0.124
81 H 0.72 -2.06 1.49  0.113
82 H 4.22 2.96 2.63  0.110
83 C 2.92 2.28 5.57  -0.122
84 C -1.58 -3.34 -5.63  -0.460
85 H 1.16 -2.67 3.06  0.128
86 H 5.74 5.56 2.27  0.034
87 H -2.08 0.62 -5.04  0.077
88 C -1.65 -2.66 -3.14  -0.034
89 C -2.65 -4.16 -6.40  -0.045
90 H -0.87 -1.30 -5.31  0.109
91 C -2.15 1.93 4.97  -0.170
92 H -0.59 -3.50 0.41  0.107
93 H 3.67 4.14 -1.40  0.031
94 H -3.54 3.52 5.31  0.070
95 H -4.87 -0.92 -5.37  0.089
96 H -2.85 -1.30 -8.35  0.085

=====

Record 3
Computed, not measured: a single C7H8Cl2O molecule, with ωB97M-V with the def2-TZVPD basis set.

Each line ends with the Löwdin charge.
Positions of all 18 atoms, in Å:
1 H 0.02 3.03 -0.58  0.161
2 H -0.29 -2.04 -0.17  0.067
3 H 2.52 2.55 -0.52  0.157
4 C 1.81 1.79 -0.14  -0.258
5 C -0.35 0.71 -0.36  -0.718
6 C 0.66 -1.76 -0.59  -0.044
7 H 1.45 -2.12 -0.01  0.050
8 H -0.77 0.36 1.80  0.109
9 C 0.34 2.05 -0.15  -0.236
10 C 1.99 0.33 -0.38  -0.556
11 H 0.81 -2.15 -1.59  0.099
12 Cl -1.06 0.69 -2.00  0.705
13 C -1.24 0.14 0.82  -0.025
14 O 1.13 2.15 1.03  0.023
15 H -2.13 0.74 0.79  0.071
16 H -1.51 -0.84 0.53  0.046
17 Cl 3.59 -0.38 -0.47  0.682
18 C 0.81 -0.30 -0.38  -0.331

Properties
SMILES = CC1=C(Cl)[C@@H]2O[C@@H]2[C@@]1(C)Cl
energy above the lowest of the compared OMol25 structures with the same formula, charge and spin = 1.833 eV

=====

| no. | total energy (eV) | HOMO level (hartree) | strongest force on any atom (Eh/bohr) |
| --- | --- | --- | --- |
| 1 | -8839.6245 | -0.54369 | 0.030 |
| 2 | -67846.3516 | -0.15165 | 0.058 |
| 3 | -34479.1843 | -0.33905 | 0.068 |